{
  "formula": "H28O14",
  "method": "the ωB97M-V functional and the def2-TZVPD basis",
  "elements": ["H", "H", "H", "H", "H", "H", "H", "H", "H", "H", "H", "H", "H", "H", "H", "H", "H", "H", "H", "H", "H", "H", "H", "H", "H", "H", "H", "H", "O", "O", "O", "O", "O", "O", "O", "O", "O", "O", "O", "O", "O", "O"],
  "positions_angstrom": [[0.0527, -0.2031, -1.0045], [-0.5086, 0.9235, -0.4651], [0.8726, -2.3343, -1.8566], [1.1953, -1.6034, -0.7343], [-0.2853, 4.4256, -1.0371], [-0.6907, 3.6911, -2.3446], [-4.0708, -0.4340, -2.4980], [-4.3156, 0.1694, -1.2000], [-0.1323, -2.8225, 2.1895], [0.1632, -3.3906, 3.5898], [1.7889, 0.6688, 1.5184], [2.0937, 0.2884, 2.9629], [-0.6626, -1.0499, -2.8002], [-0.9592, -2.2930, -3.7302], [-3.7302, 0.7603, 1.4001], [-4.2641, 1.9548, 2.1689], [2.1642, 4.6417, -1.3776], [1.0837, 5.6956, -0.6627], [-3.9227, -2.5955, 0.7499], [-3.5738, -1.1577, 0.6410], [0.9224, 3.4263, 3.1228], [1.8197, 2.2008, 3.0430], [3.5617, -2.7728, -2.9127], [3.9749, -1.8676, -1.7561], [-1.9306, -1.0917, 1.2577], [-0.4206, -1.0476, 1.0014], [5.1976, -2.0315, 0.1071], [3.7931, -1.7936, 0.7602], [0.3565, 0.6446, -0.7898], [0.4887, -2.0865, -1.0133], [-0.3000, 4.5215, -1.9700], [-4.0298, -0.6478, -1.5310], [0.3544, -3.5251, 2.7100], [2.5017, 0.4927, 2.1618], [-1.3022, -1.8301, -2.9919], [-4.5334, 1.3057, 1.5164], [1.9151, 5.2245, -0.6051], [-3.4992, -1.9183, 0.0957], [1.0305, 2.6013, 2.6406], [4.3468, -2.4660, -2.4031], [-1.0710, -1.3458, 1.6356], [4.5250, -1.3281, 0.4110]],
  "forces_ev_per_angstrom": [[0.0, -2.8, -1.0], [0.2, 1.1, 0.3], [-0.7, -0.7, -0.5], [3.3, 2.2, 2.3], [0.0, -0.6, 1.3], [0.5, 1.2, 0.7], [0.2, -0.6, 0.9], [-0.9, 2.0, 1.2], [0.5, -1.1, 1.1], [-0.8, 0.6, 2.9], [0.4, 0.0, 0.5], [-1.2, -0.8, 1.9], [-1.7, -2.2, -0.8], [0.6, -0.5, -1.3], [-0.6, 0.6, 0.2], [0.0, 0.2, 0.2], [-1.4, 1.4, 1.1], [0.2, -0.2, -1.0], [1.3, 1.3, -1.7], [-0.6, 1.3, 0.4], [-0.1, 0.1, -0.1], [-0.2, 0.2, -0.5], [1.0, 0.2, 0.4], [0.1, 0.4, 0.5], [0.7, -0.7, 0.0], [0.2, 0.1, -0.3], [-1.7, 1.5, 0.8], [-1.1, -0.9, 0.8], [-0.4, 1.8, 0.8], [-2.0, -1.7, -1.3], [-0.9, -0.9, -2.2], [0.1, 0.3, -4.0], [0.3, 0.4, -3.9], [0.9, 0.3, -2.5], [0.8, 2.7, 1.5], [0.7, -0.7, -0.3], [1.6, -0.9, 0.1], [-0.7, -4.1, 3.3], [0.1, 0.2, 0.6], [-1.0, -0.6, -0.9], [-0.4, 0.6, 0.3], [2.8, -0.7, -1.7]],
  "homo_ha": -0.3981,
  "largest_force_ev_per_a": 5.3,
  "e_tot_ev": -29116.417,
  "e_above_lowest_kcal_mol": 120.72
}

***

{
  "formula": "C6H10N2",
  "method": "the ωB97M-V functional and the def2-TZVPD basis",
  "elements": ["C", "C", "C", "C", "C", "N", "C", "N", "H", "H", "H", "H", "H", "H", "H", "H", "H", "H"],
  "positions_angstrom": [[1.1269, -0.1713, -2.7484], [0.9559, -0.3114, -1.2501], [-0.4105, 0.1247, -0.7568], [-0.5127, 0.1863, 0.7497], [-1.2171, 0.9702, 1.5995], [-1.0017, 0.4793, 2.8750], [-0.2214, -0.6338, 2.7173], [0.1359, -0.8082, 1.4866], [2.0759, -0.6107, -3.0598], [0.3916, -0.7493, -3.3113], [1.1227, 0.8561, -3.1166], [1.7293, 0.1667, -0.6691], [1.0770, -1.3680, -1.0201], [-1.2044, -0.5513, -1.0823], [-0.6634, 1.1440, -1.0801], [-1.8389, 1.8329, 1.4477], [-1.6633, 0.5949, 3.6252], [0.1183, -1.1512, 3.5937]],
  "forces_ev_per_angstrom": [[0.5, -0.1, -0.4], [-0.5, -0.7, -0.2], [-0.4, 1.0, 1.0], [0.7, -1.1, 0.0], [-0.3, 0.3, 0.1], [-0.3, -0.4, -0.4], [0.0, 0.8, 0.5], [-0.1, 0.0, -0.3], [0.2, 0.1, 0.1], [-0.3, 0.2, 0.2], [-0.2, 0.0, 0.1], [0.3, 0.5, 0.0], [0.0, -0.1, 0.2], [0.1, 0.0, -0.3], [0.0, -0.2, -0.4], [-0.1, 0.0, -0.1], [0.3, 0.2, 0.1], [0.1, -0.4, 0.0]],
  "smiles": "CCCc1c[nH]cn1",
  "homo_ha": -0.3193,
  "largest_force_ev_per_a": 1.5,
  "e_tot_ev": -9364.386,
  "e_above_lowest_kcal_mol": 1.18
}

***

The records above yield LUMO values of -0.018 0.034 Ha, respectively.
The records above yield orbital gap values of 10.34 9.63 eV, respectively.
The records above yield M values of 252.2 110.2 Da, respectively.